C20H23BrCl42FNOP | ωB97M-V/def2-TZVPD

Properties
Highest occupied orbital energy (eV): -11.9472
Charge: +1

Geometry as XYZ:
```
90
Properties=species:S:1:pos:R:3:forces:R:3:mulliken_charge:R:1
C 1.201 -4.622 1.412 -0.418 0.283 0.064 -1.268
C 0.279 -4.205 0.277 0.352 0.004 -0.046 1.017
Cl -0.916 -3.037 0.918 -0.193 0.019 0.005 -0.170
C -0.385 -5.433 -0.397 0.133 -0.336 0.129 -1.337
C -1.861 -5.519 -0.341 -0.169 0.008 -0.043 0.181
N -2.495 -6.478 0.246 0.090 -0.001 -0.148 -0.060
C -3.971 -6.361 0.164 0.141 0.395 0.810 -0.245
Cl -4.673 -6.915 1.672 -0.109 -0.055 -0.133 -0.121
C -4.094 -4.832 -0.056 0.042 -0.519 -0.645 0.899
F -3.771 -4.245 1.150 -0.026 0.318 -0.053 -0.353
P -5.828 -4.254 -0.641 -0.242 -0.009 -0.054 0.238
O -6.240 -3.425 0.670 0.154 -0.210 -0.009 -0.423
Cl -5.191 -2.768 -1.921 0.069 0.148 0.053 -0.176
C -2.886 -4.623 -0.989 0.244 0.125 0.131 -0.845
Br -3.139 -5.441 -2.735 -0.085 -0.028 -0.147 0.086
H 1.664 -3.729 1.829 0.180 -0.068 -0.056 0.203
H 1.965 -5.304 1.046 0.045 -0.031 0.062 0.230
H 0.615 -5.079 2.212 0.083 -0.178 -0.044 0.360
H 0.837 -3.654 -0.476 -0.057 -0.005 0.024 -0.175
H -0.086 -5.484 -1.449 -0.136 0.110 -0.051 0.426
H 0.016 -6.332 0.078 0.002 -0.018 -0.038 0.471
H -2.039 -7.243 0.731 -0.056 -0.019 -0.015 0.312
H -4.362 -6.941 -0.668 0.027 -0.052 -0.016 0.442
H -5.512 -2.967 1.119 -0.132 0.053 0.048 0.367
H -2.582 -3.600 -1.174 -0.014 0.038 0.211 0.885
C 1.369 -0.364 3.258 0.124 0.056 -0.010 -0.119
Cl 1.686 -0.651 1.543 0.009 0.083 -0.058 0.061
Cl 2.609 -1.140 4.241 -0.047 -0.111 0.041 -0.111
Cl 1.294 1.363 3.602 0.005 0.014 -0.049 -0.074
H 0.410 -0.802 3.503 0.005 -0.019 -0.001 0.302
C -7.832 -3.274 -5.143 -0.090 0.074 0.025 0.045
Cl -6.645 -4.568 -4.906 0.040 -0.043 0.024 -0.111
Cl -7.347 -2.226 -6.470 0.151 -0.064 0.079 -0.042
Cl -9.435 -3.943 -5.415 0.014 -0.008 0.007 -0.120
H -7.861 -2.683 -4.236 0.006 0.002 0.001 0.230
C 5.089 -4.931 0.429 0.001 0.004 0.050 -0.076
Cl 5.105 -5.592 2.060 -0.019 0.004 -0.020 -0.108
Cl 4.146 -5.965 -0.657 0.000 0.005 -0.045 -0.131
Cl 4.469 -3.281 0.422 -0.030 0.044 -0.025 -0.038
H 6.105 -4.910 0.058 0.002 -0.006 -0.001 0.382
C 5.099 1.539 4.161 0.025 0.007 -0.039 0.449
Cl 5.392 1.149 2.467 -0.020 -0.014 0.043 -0.082
Cl 6.404 0.929 5.178 -0.019 -0.001 0.008 -0.132
Cl 4.880 3.279 4.374 -0.114 -0.007 0.067 -0.156
H 4.179 1.059 4.465 0.022 -0.012 0.006 -0.133
C 6.257 5.069 1.512 0.106 0.024 0.074 0.939
Cl 5.067 6.372 1.496 0.240 -0.149 -0.146 -0.111
Cl 6.068 4.014 0.108 0.218 0.106 -0.052 -0.147
Cl 7.892 5.707 1.617 0.028 0.018 -0.095 -0.122
H 6.082 4.469 2.393 -0.018 -0.015 0.007 -0.576
C 1.396 2.837 -0.101 0.086 -0.078 0.122 0.065
Cl 0.721 4.458 0.018 -0.039 0.064 -0.014 -0.068
Cl 1.032 2.103 -1.666 -0.037 0.061 -0.003 -0.089
Cl 3.133 2.858 0.193 -0.224 0.000 -0.020 0.042
H 0.939 2.224 0.665 -0.038 -0.006 -0.008 0.062
C 7.619 2.261 8.694 -0.010 0.023 -0.102 0.518
Cl 9.317 1.793 8.662 0.000 0.003 -0.011 -0.114
Cl 6.667 1.137 9.664 0.001 0.001 -0.003 -0.134
Cl 7.429 3.916 9.273 0.008 0.030 0.006 -0.126
H 7.245 2.225 7.678 -0.002 0.007 0.002 -0.151
C 0.632 7.413 2.597 0.003 0.072 0.055 0.038
Cl 0.170 7.974 0.983 0.067 -0.095 -0.068 -0.167
Cl 2.361 7.088 2.673 -0.310 0.015 0.072 -0.059
Cl 0.142 8.581 3.820 -0.012 -0.002 0.019 -0.131
H 0.106 6.486 2.785 0.003 0.000 -0.014 0.280
C 9.379 5.321 5.620 0.005 0.042 -0.048 -0.051
Cl 10.757 4.265 5.325 -0.011 -0.007 0.000 -0.119
Cl 9.564 6.861 4.785 0.030 -0.007 0.049 -0.113
Cl 7.870 4.535 5.136 -0.008 -0.074 0.105 0.036
H 9.322 5.513 6.683 -0.007 0.003 0.003 0.286
C 0.683 -1.878 -3.442 0.062 0.126 -0.016 -0.154
Cl 0.040 -0.506 -4.322 -0.015 -0.044 0.030 -0.098
Cl 1.296 -1.393 -1.864 0.034 -0.063 0.004 -0.013
Cl -0.549 -3.149 -3.270 -0.032 -0.059 -0.019 -0.076
H 1.502 -2.301 -4.009 -0.006 -0.014 -0.007 0.356
C -7.283 -1.153 -10.685 -0.034 0.043 0.001 -0.001
Cl -6.612 0.103 -9.631 0.027 -0.001 0.006 -0.110
Cl -8.206 -2.317 -9.734 -0.052 0.002 -0.108 -0.089
Cl -8.264 -0.446 -11.959 0.003 0.000 0.018 -0.102
H -6.454 -1.675 -11.143 0.004 0.000 0.005 0.331
C -2.320 10.487 -0.038 0.001 -0.006 -0.005 0.608
Cl -2.071 10.231 -1.766 0.002 -0.003 -0.007 -0.128
Cl -1.840 12.113 0.438 -0.001 0.001 -0.002 -0.118
Cl -3.994 10.161 0.414 0.000 -0.001 -0.003 -0.127
H -1.690 9.783 0.488 -0.028 0.035 0.051 -0.219
C -9.335 0.731 -7.178 0.007 -0.052 -0.042 0.693
Cl -8.597 2.090 -6.328 0.012 -0.007 0.001 -0.134
Cl -10.332 -0.233 -6.085 -0.047 0.023 0.026 -0.126
Cl -10.265 1.277 -8.567 0.001 0.000 0.000 -0.116
H -8.538 0.096 -7.542 -0.009 0.002 -0.006 -0.347
```
Positions in Å, forces in eV/Å.

=====

C20H23BrFN2O5S | ωB97M-V/def2-TZVPD

Properties
Highest occupied orbital energy (eV): -11.9583
Charge: +1

Geometry as XYZ:
```
53
Properties=species:S:1:pos:R:3:forces:R:3:nbo_charge:R:1
O 3.790 -3.065 -0.029 -0.117 -0.162 0.305 -0.478
C 3.718 -2.734 -1.176 0.386 0.067 0.131 0.431
C 3.189 -3.681 -2.247 -0.497 0.612 0.197 -0.541
C 1.718 -3.902 -1.998 0.086 -0.173 -0.139 0.034
C 1.265 -5.096 -1.503 -0.009 0.632 -0.237 -0.133
C -0.103 -5.287 -1.254 -0.415 -0.558 0.328 -0.162
C -1.029 -4.315 -1.465 0.288 0.415 -0.142 -0.191
C -0.597 -3.060 -1.979 -0.072 -0.161 0.085 -0.005
C -1.503 -2.005 -2.204 0.393 -0.185 0.340 0.215
C -2.973 -2.253 -1.922 0.463 0.257 0.198 0.654
O -3.629 -2.807 -2.743 -0.390 -0.017 -0.438 -0.443
N -3.427 -1.810 -0.662 -0.089 -0.537 -0.910 -0.718
C -4.805 -1.660 -0.478 0.036 -0.064 0.830 0.969
O -5.345 -1.814 0.549 -0.341 -0.244 0.839 -0.506
F -5.424 -1.226 -1.541 -0.035 0.371 -0.988 -0.292
N -1.084 -0.836 -2.675 -0.070 0.122 -0.341 -0.256
C -2.012 0.308 -2.888 -0.526 -0.032 0.869 -0.216
C -2.169 1.128 -1.596 0.623 0.176 -0.657 -0.445
C -0.957 1.982 -1.257 -0.015 -0.053 0.427 -0.440
Br -0.990 2.407 0.643 0.009 0.042 -0.251 0.038
C 0.231 -0.644 -2.990 0.302 -0.213 0.106 0.030
C 1.164 -1.611 -2.794 -0.558 0.224 0.045 -0.180
C 0.779 -2.862 -2.256 0.350 -0.043 -0.059 -0.017
H 4.060 -1.723 -1.459 -0.061 0.027 -0.277 0.122
H 3.323 -3.245 -3.233 0.279 -0.158 -0.175 0.228
H 3.735 -4.610 -2.138 0.067 -0.154 -0.176 0.264
H 1.972 -5.885 -1.312 0.029 -0.182 0.074 0.242
H -0.433 -6.242 -0.871 0.000 -0.058 0.028 0.243
H -2.070 -4.487 -1.246 -0.153 -0.113 -0.028 0.231
H -3.009 -2.299 0.124 0.217 0.415 0.175 0.440
H -1.665 0.909 -3.719 0.196 -0.081 -0.173 0.237
H -2.984 -0.105 -3.140 -0.046 -0.082 -0.254 0.238
H -3.009 1.799 -1.747 -0.312 -0.097 0.177 0.247
H -2.368 0.443 -0.784 -0.238 -0.020 0.203 0.232
H -0.003 1.492 -1.421 0.047 -0.133 0.002 0.202
H -0.956 2.925 -1.791 -0.007 0.106 -0.057 0.234
H 0.489 0.322 -3.384 -0.074 0.139 -0.130 0.242
H 2.175 -1.368 -3.066 0.205 -0.126 0.017 0.247
C 2.158 3.426 4.586 0.018 0.087 -0.027 -0.406
C 2.300 4.798 5.259 -0.045 -0.046 -0.008 -0.402
C 1.582 5.822 4.369 0.266 0.031 0.226 -0.677
S 0.286 4.920 3.511 0.074 0.017 0.238 2.169
O 0.579 4.915 2.099 -0.072 0.035 0.007 -0.952
O -1.003 5.334 3.999 -0.082 0.003 -0.192 -0.934
C 0.690 3.309 4.185 0.209 -0.185 0.097 -0.674
H 2.454 2.617 5.251 0.001 -0.004 -0.003 0.228
H 2.791 3.382 3.698 -0.017 -0.024 -0.010 0.213
H 1.829 4.771 6.243 -0.015 -0.006 -0.009 0.213
H 3.344 5.071 5.403 -0.003 0.015 0.003 0.229
H 1.127 6.623 4.945 -0.092 0.029 -0.104 0.258
H 2.246 6.239 3.615 -0.071 -0.028 -0.081 0.248
H 0.502 2.545 3.434 -0.079 0.077 -0.059 0.246
H 0.052 3.148 5.053 -0.043 0.040 -0.020 0.243
```
Positions in Å, forces in eV/Å.

=====

C20H23CoN3O4S2 | ωB97M-V/def2-TZVPD

Properties
2S+1: 4
Highest occupied orbital energy (alpha / beta) (eV): -8.2016 / -8.2324
Charge: 0

Geometry as XYZ:
```
53
Properties=species:S:1:pos:R:3:forces:R:3:nbo_charge:R:1
Co 0.338 -0.169 0.374 0.603 0.406 -0.513 1.415
O 2.165 -1.319 0.367 -0.234 -0.068 -0.040 -0.778
C 3.396 -0.580 0.571 -0.070 -0.035 0.058 -0.064
C 3.235 0.310 1.776 -0.148 -0.032 0.160 -0.456
C 2.695 -0.402 3.022 -0.066 -0.094 -0.219 -0.447
C 1.196 -0.380 3.249 0.112 0.201 -0.105 0.261
C 0.680 -0.968 4.396 -0.024 -0.054 0.194 -0.252
C -0.664 -0.846 4.694 0.053 -0.071 0.067 -0.121
C -1.478 -0.100 3.854 -0.080 -0.003 0.150 -0.257
C -0.911 0.435 2.726 0.205 0.164 -0.166 0.073
N 0.393 0.278 2.402 -0.500 -0.198 0.102 -0.588
H 2.226 -1.771 -0.481 0.008 -0.085 -0.030 0.501
H 3.604 0.025 -0.308 -0.009 0.052 -0.107 0.211
H 4.198 -1.302 0.722 0.016 -0.124 0.004 0.171
H 2.610 1.163 1.510 -0.003 0.116 0.021 0.266
H 4.228 0.704 1.998 -0.001 0.068 0.024 0.228
H 3.118 0.072 3.908 0.067 0.014 0.066 0.235
H 3.033 -1.442 3.046 0.005 -0.002 0.023 0.227
H 1.345 -1.520 5.050 -0.028 0.041 -0.007 0.225
H -1.074 -1.318 5.578 0.031 0.016 -0.025 0.227
H -2.532 0.040 4.055 0.051 -0.003 -0.023 0.239
H -1.504 1.010 2.022 0.000 -0.095 -0.048 0.225
C -0.485 -3.885 -5.913 -0.041 0.071 0.057 -0.628
C -0.942 -3.242 -4.626 0.021 -0.054 -0.086 -0.013
C -0.110 -3.187 -3.515 0.024 0.023 0.005 -0.212
C -0.536 -2.594 -2.331 -0.180 0.031 -0.102 -0.222
C -1.806 -2.044 -2.256 -0.013 -0.153 -0.176 -0.259
C -2.655 -2.093 -3.359 0.082 0.063 0.081 -0.200
C -2.219 -2.687 -4.529 0.002 -0.014 -0.073 -0.200
S -2.449 -1.353 -0.759 0.106 0.014 -0.096 2.420
O -3.327 -2.339 -0.193 -0.016 0.017 0.084 -0.958
O -3.000 -0.069 -1.084 -0.146 0.144 0.013 -0.960
O -1.216 -1.213 0.099 0.056 -0.391 0.447 -1.143
H 0.501 -4.338 -5.803 -0.043 0.019 0.006 0.212
H -0.429 -3.149 -6.720 -0.003 -0.038 0.056 0.222
H -1.184 -4.663 -6.231 0.034 0.034 0.024 0.220
H 0.884 -3.618 -3.574 -0.044 0.013 0.011 0.203
H 0.104 -2.575 -1.459 -0.006 -0.037 0.001 0.202
H -3.647 -1.657 -3.289 0.115 -0.053 -0.016 0.237
H -2.879 -2.723 -5.391 0.031 0.008 0.061 0.210
C -2.226 5.051 0.234 0.109 -0.125 -0.008 -0.654
C -0.854 4.442 0.370 -0.136 -0.260 -0.289 0.271
C 0.098 4.972 1.230 0.011 0.104 0.096 -0.335
C 1.290 4.291 1.327 0.177 -0.248 -0.120 0.079
N 1.565 3.188 0.624 -0.132 0.086 -0.170 -0.508
C 0.615 2.772 -0.228 -0.341 0.182 0.342 0.282
S 0.934 1.323 -1.216 0.049 0.386 0.251 -0.431
N -0.592 3.354 -0.359 0.200 0.034 0.044 -0.481
H -2.163 6.091 -0.094 0.034 -0.039 0.007 0.224
H -2.741 5.042 1.198 0.032 0.006 -0.052 0.222
H -2.807 4.479 -0.486 0.025 0.030 0.024 0.246
H -0.093 5.871 1.803 0.016 -0.059 0.007 0.221
H 2.072 4.631 2.000 -0.013 -0.012 -0.014 0.191
```
Positions in Å, forces in eV/Å.

=====

Max |F| for every record listed, in sequence, given in eV Å⁻¹: 0.91; 1.06; 0.89.